1.
13
Properties=species:S:1:pos:R:3:lowdin_charge:R:1 method="wB97M-V/def2-TZVPD" homo_energy_ev=-1.9475 de_lowest_kj_mol=59.9 spin_multiplicity=1 total_charge=-1 lumo_ev=3.38 orbital_gap_ev=5.3
C -0.865 0.839 0.269 -0.18
C -0.586 2.184 0.931 -0.18
H -0.476 0.009 0.864 0.06
H -0.448 0.719 -0.739 0.06
H -1.929 0.635 0.125 0.06
H -0.944 2.197 1.957 0.05
H 0.479 2.426 0.873 0.06
H -1.097 2.983 0.401 0.05
C 1.169 -2.348 -0.847 -0.81
S 1.544 -3.209 -2.398 -0.08
H 0.794 -1.334 -1.028 -0.05
H 0.371 -2.839 -0.285 -0.03
H 1.988 -2.262 -0.121 -0.02

2.
14
Properties=species:S:1:pos:R:3:lowdin_charge:R:1 method="wB97M-V/def2-TZVPD" homo_energy_ev=-2.9191 de_lowest_kj_mol=39.6 spin_multiplicity=1 total_charge=-1 lumo_ev=3.81 orbital_gap_ev=6.7
C -1.551 -2.421 -0.919 -0.59
S -1.485 -0.629 -1.156 0.38
H -2.396 -2.843 -1.468 0.00
H -0.635 -2.924 -1.239 0.01
H -1.693 -2.653 0.141 0.01
H -0.275 -0.584 -0.254 -0.27
C 1.262 2.005 0.026 -0.23
C 0.729 1.181 1.192 -0.78
S 1.057 -0.599 1.032 0.26
H 0.887 1.598 -0.914 0.04
H 2.352 1.944 -0.006 0.05
H 0.952 3.053 0.114 0.05
H -0.354 1.342 1.308 0.04
H 1.151 1.531 2.143 0.03